Entry 1:
{"formula": "H4O2", "method": "ωB97M-V with the def2-TZVPD basis set", "elements": ["O", "O", "H", "H", "H", "H"], "xyz": [[1.054, 0.058, -0.937], [-0.605, 0.092, 1.587], [0.844, -0.853, -1.235], [0.480, 0.653, -1.448], [-1.526, -0.151, 1.370], [-0.247, 0.202, 0.663]], "lowdin_charge": [-0.065, -0.095, 0.066, 0.053, 0.034, 0.007], "e_homo_ha": -0.4081, "homo_lumo_gap_ev": 11.680, "smiles": "O.O", "lumo_ev": 0.57, "e_tot_ha": -152.86942, "total_charge": 0, "e_above_lowest_kj_mol": 14.5}

Entry 2:
{"formula": "C40H54CoN4O2S2Se", "method": "ωB97M-V with the def2-TZVPD basis set", "elements": ["Se", "Co", "S", "S", "O", "O", "N", "N", "N", "N", "C", "C", "C", "C", "C", "C", "C", "C", "C", "C", "C", "C", "C", "C", "C", "C", "C", "C", "C", "C", "C", "C", "C", "C", "C", "C", "C", "C", "C", "C", "C", "C", "C", "C", "C", "C", "C", "C", "C", "C", "H", "H", "H", "H", "H", "H", "H", "H", "H", "H", "H", "H", "H", "H", "H", "H", "H", "H", "H", "H", "H", "H", "H", "H", "H", "H", "H", "H", "H", "H", "H", "H", "H", "H", "H", "H", "H", "H", "H", "H", "H", "H", "H", "H", "H", "H", "H", "H", "H", "H", "H", "H", "H", "H"], "xyz": [[-0.580, 0.016, 2.330], [0.153, 0.150, -0.143], [0.684, -0.406, -4.767], [-3.169, 3.476, -1.574], [-1.422, -1.128, -0.358], [1.529, -1.151, 0.470], [0.329, 0.070, -2.303], [1.634, 1.802, 0.193], [3.262, 3.264, 0.187], [-1.433, 1.753, -0.857], [-4.800, -2.984, 3.722], [-2.329, 2.556, -0.365], [-2.702, 2.769, 1.062], [-4.740, -3.857, -1.323], [1.658, -1.647, 1.667], [-3.927, -2.483, 2.589], [2.673, -2.589, 2.013], [3.060, 2.932, 1.502], [-3.560, -2.888, -1.222], [0.788, -1.275, 2.719], [-0.516, 0.920, -2.983], [-3.899, -1.643, -2.069], [3.079, -4.228, 5.939], [1.969, -3.188, 5.777], [2.842, -3.785, -0.173], [1.013, -0.698, -3.098], [4.654, -4.091, 1.487], [-3.306, -2.452, 0.217], [-3.899, -3.700, 4.746], [-4.110, -2.870, 1.253], [2.265, -2.017, 6.728], [-1.386, 1.822, -2.237], [-2.319, -3.601, -1.793], [0.636, -3.846, 6.172], [-2.202, -1.564, 0.528], [2.384, 2.711, -2.058], [-5.868, -3.969, 3.242], [-2.871, -1.597, 2.886], [2.737, -3.060, 3.317], [2.053, 2.026, 1.490], [0.892, -1.750, 4.014], [4.449, -1.902, 0.362], [-2.031, -1.174, 1.901], [1.875, -2.670, 4.344], [-0.453, 0.798, -4.337], [2.390, 2.565, -0.576], [-2.247, 2.717, -2.791], [-5.499, -1.787, 4.389], [3.643, -3.080, 0.939], [1.975, -1.742, -2.656], [-4.783, -1.070, 4.793], [5.116, -1.496, 1.126], [-5.420, -4.841, 2.761], [2.212, 3.752, -2.339], [-3.773, 2.619, 1.198], [1.999, -3.176, -0.495], [-6.442, -4.319, 4.099], [-6.122, -2.141, 5.210], [1.623, 1.517, 2.334], [4.059, -3.800, 5.721], [0.198, -1.381, 4.760], [3.484, -3.981, -1.036], [-1.459, -2.937, -1.826], [-3.163, -3.025, 5.185], [-5.671, -3.395, -0.989], [0.387, -4.648, 5.474], [-4.868, -4.145, -2.366], [-6.137, -1.268, 3.671], [-4.092, -1.943, -3.100], [-2.403, 2.953, -3.830], [3.638, 3.355, 2.305], [-4.563, -4.766, -0.744], [5.059, -2.247, -0.477], [-6.564, -3.498, 2.545], [3.949, 3.911, -0.160], [5.307, -4.411, 0.673], [-4.796, -1.156, -1.681], [-2.169, 2.093, 1.717], [-3.362, -4.525, 4.272], [3.092, -4.583, 6.970], [2.458, -4.740, 0.189], [3.205, -1.535, 6.453], [3.341, 2.395, -2.476], [-3.080, -0.926, -2.063], [-0.185, -3.127, 6.173], [4.157, -4.979, 1.881], [2.353, -2.381, 7.754], [-2.065, -4.472, -1.186], [5.278, -3.655, 2.269], [-2.703, -1.244, 3.894], [-4.506, -4.106, 5.555], [3.514, -3.772, 3.555], [3.796, -1.104, 0.018], [-2.534, -3.945, -2.806], [1.444, -2.684, -2.497], [2.428, -1.457, -1.707], [-2.476, 3.794, 1.360], [-1.007, 1.338, -5.086], [0.706, -4.272, 7.175], [1.474, -1.267, 6.703], [-4.930, -3.534, 1.022], [2.740, -1.912, -3.411], [2.915, -5.089, 5.288], [1.602, 2.105, -2.496]], "lowdin_spin": [0.044, 2.729, 0.002, 0.004, 0.306, 0.068, 0.026, 0.028, 0.002, 0.027, 0.025, 0.002, 0.000, -0.001, 0.007, 0.212, 0.007, 0.001, 0.014, 0.015, 0.001, 0.010, 0.000, 0.001, 0.000, 0.000, 0.000, 0.150, 0.015, 0.000, 0.000, 0.000, 0.009, 0.000, 0.116, 0.000, 0.000, 0.018, 0.000, 0.001, 0.000, 0.000, 0.125, 0.006, 0.001, 0.004, 0.000, 0.015, 0.001, -0.001, 0.000, 0.000, 0.000, 0.000, 0.000, 0.000, 0.000, 0.002, 0.000, 0.000, 0.001, 0.000, 0.000, 0.000, 0.000, 0.000, 0.000, 0.000, 0.001, 0.000, 0.000, 0.000, 0.000, 0.000, 0.000, 0.000, 0.000, 0.000, 0.000, 0.000, 0.000, 0.000, 0.000, 0.000, 0.000, 0.000, 0.000, 0.000, 0.000, -0.002, 0.003, 0.000, 0.000, 0.001, 0.000, 0.000, 0.000, 0.000, 0.000, 0.000, -0.004, 0.000, 0.000, 0.000], "e_homo_ha": [-0.3447, -0.3435], "homo_lumo_gap_ev": [7.175, 4.605], "lumo_ev": [-2.20, -4.74], "e_tot_ha": -6506.61723, "spin_multiplicity": 5, "total_charge": 1}

Entry 3:
{"formula": "C34H53F18N2O14", "method": "ωB97M-V with the def2-TZVPD basis set", "elements": ["F", "F", "F", "F", "F", "F", "F", "F", "F", "F", "F", "F", "F", "F", "F", "F", "F", "F", "O", "O", "O", "O", "O", "O", "O", "O", "O", "O", "O", "O", "O", "O", "N", "N", "C", "C", "C", "C", "C", "C", "C", "C", "C", "C", "C", "C", "C", "C", "C", "C", "C", "C", "C", "C", "C", "C", "C", "C", "C", "C", "C", "C", "C", "C", "C", "C", "C", "C", "H", "H", "H", "H", "H", "H", "H", "H", "H", "H", "H", "H", "H", "H", "H", "H", "H", "H", "H", "H", "H", "H", "H", "H", "H", "H", "H", "H", "H", "H", "H", "H", "H", "H", "H", "H", "H", "H", "H", "H", "H", "H", "H", "H", "H", "H", "H", "H", "H", "H", "H", "H", "H"], "xyz": [[-3.413, -2.492, -9.749], [8.660, 4.347, -1.476], [-3.510, -2.346, -7.603], [-3.574, 6.954, 4.551], [-1.445, -8.415, -4.776], [0.572, -8.038, -4.160], [-3.367, -4.226, -0.942], [-4.743, -4.393, -2.578], [-3.420, -4.269, -8.557], [8.589, 2.204, -1.465], [3.023, 7.947, 7.503], [3.959, 9.844, 7.885], [4.798, 8.500, 6.437], [-1.932, 7.930, 3.573], [-3.631, 7.280, 2.430], [-0.197, -10.041, -4.124], [-4.480, -2.509, -1.577], [7.456, 3.302, -2.919], [3.194, 9.934, 4.753], [-3.225, -2.842, -4.159], [1.561, 9.827, 6.284], [6.251, 2.412, -0.062], [2.898, -0.442, 0.148], [-2.207, -9.071, -2.295], [-1.551, -3.230, -2.720], [-3.042, 4.614, 3.363], [5.388, -2.269, 1.969], [6.104, 4.552, -0.695], [-6.117, -4.064, -8.951], [-1.014, 5.447, 2.897], [-0.339, -8.057, -1.584], [-5.964, -1.864, -8.551], [-2.055, -0.382, 3.707], [-0.766, -4.175, 1.416], [5.091, -1.346, 0.917], [0.664, 10.475, 5.367], [-0.470, -0.081, 1.848], [-5.467, -3.089, -8.732], [-2.710, -3.218, -2.982], [-8.052, -2.210, -7.349], [0.483, -0.809, 0.844], [-3.300, -7.595, -0.697], [6.655, 3.337, -0.692], [-7.393, -1.755, -8.635], [-0.982, -8.563, -2.450], [5.715, -1.606, 3.172], [4.937, 4.703, 0.133], [-1.782, 2.754, 4.322], [2.799, 9.623, 5.835], [0.125, -3.366, 0.536], [3.797, -0.535, 1.263], [6.261, -2.706, 4.169], [-2.755, -8.982, -0.970], [-0.509, -8.759, -3.885], [-3.825, -3.591, -2.013], [-2.552, 3.274, 3.130], [5.319, 4.879, 1.588], [-1.617, -3.623, -5.807], [-2.157, 5.593, 3.207], [-1.675, -0.934, 2.347], [-2.823, 6.943, 3.444], [7.848, 3.295, -1.639], [3.651, 8.971, 6.918], [0.126, 9.497, 4.343], [-2.269, -2.426, -5.148], [0.904, -2.232, 1.336], [-3.945, -3.054, -8.657], [1.694, 0.163, 0.663], [1.894, 0.697, 1.641], [4.069, 0.487, 1.612], [4.827, -1.160, 3.687], [-2.508, -6.846, -0.715], [-4.025, -7.311, -1.462], [4.434, 5.070, 2.196], [1.982, -2.471, 1.213], [0.925, 9.104, 3.712], [-2.389, 2.816, 5.229], [-0.950, -3.304, -6.609], [1.364, 0.964, -0.055], [5.816, 3.989, 1.977], [-2.372, -4.292, -6.219], [3.264, -1.085, 2.074], [-2.568, -0.777, 1.699], [-1.451, -2.007, 2.499], [-2.011, -9.278, -0.228], [-3.565, -9.710, -0.924], [-0.348, -4.248, 2.340], [-3.432, 2.653, 2.964], [6.016, 5.711, 1.704], [-7.769, -2.305, -9.499], [-1.528, -1.756, -4.707], [5.692, -2.679, 5.122], [6.088, -3.710, 3.723], [-1.955, 3.239, 2.217], [-9.130, -2.050, -7.393], [-0.612, 9.978, 3.702], [4.257, 3.861, -0.008], [-2.817, -1.855, -5.875], [-0.449, -2.960, -0.329], [7.333, -2.560, 4.420], [-7.869, -3.269, -7.164], [-0.880, 3.344, 4.502], [-0.158, 10.866, 5.968], [4.964, -1.953, -0.005], [0.151, 0.277, 2.730], [-1.391, -0.815, 4.346], [0.615, -2.378, 2.415], [-3.784, -7.558, 0.280], [5.947, -0.641, 0.751], [4.424, 5.597, -0.223], [-0.335, 8.647, 4.837], [1.153, 11.329, 4.894], [-3.009, -0.639, 3.943], [-1.036, -4.202, -5.087], [-0.867, 0.833, 1.334], [6.461, -0.787, 3.057], [-7.609, -0.699, -8.805], [0.879, -4.085, 0.101], [-0.849, -5.124, 1.059], [-7.646, -1.662, -6.497], [-1.489, 1.715, 4.161]], "lowdin_charge": [0.174, 0.160, 0.138, 0.164, 0.163, 0.176, 0.169, 0.147, 0.176, 0.171, 0.170, 0.164, 0.173, 0.132, 0.166, 0.162, 0.168, 0.167, 0.174, 0.030, 0.033, 0.179, -0.172, 0.027, 0.182, 0.028, -0.176, 0.028, 0.177, 0.172, 0.184, 0.032, -0.054, -0.054, -0.166, -0.193, -0.267, -0.390, -0.391, -0.060, -0.295, -0.059, -0.398, -0.202, -0.395, -0.287, -0.194, -0.073, -0.396, -0.272, -0.223, -0.075, -0.201, -0.551, -0.546, -0.187, -0.061, -0.060, -0.406, -0.253, -0.535, -0.549, -0.553, -0.065, -0.200, -0.216, -0.532, -0.289, 0.081, 0.116, 0.113, 0.069, 0.082, 0.084, 0.083, 0.086, 0.079, 0.088, 0.102, 0.076, 0.068, 0.112, 0.105, 0.072, 0.126, 0.122, 0.037, 0.125, 0.081, 0.125, 0.134, 0.062, 0.075, 0.124, 0.082, 0.083, 0.130, 0.094, 0.076, 0.061, 0.078, 0.074, 0.125, 0.131, 0.084, 0.057, 0.081, 0.088, 0.115, 0.124, 0.074, 0.125, 0.048, 0.079, 0.092, 0.117, 0.125, 0.091, 0.035, 0.086, 0.037], "e_homo_ha": -0.0508, "homo_lumo_gap_ev": 3.213, "lumo_ev": 1.83, "e_tot_ha": -4287.76492, "total_charge": -1, "e_above_lowest_kj_mol": 95.2}